One molecule with the formula C3H8N2S in a non-equilibrium geometry, computed with the ωB97M-V functional and the def2-TZVPD basis.

Positions of all 14 atoms, in Å:
C  2.5171  -1.3356  0.1776
C  -0.5043  0.1247  -0.8230
C  -2.6309  1.3788  0.3227
H  2.7357  -1.6488  -0.8662
H  3.4608  -0.9836  0.6131
H  2.1300  -2.1945  0.7182
H  1.3134  0.1283  0.9606
H  -1.2618  -0.0096  -1.5755
H  -2.9707  0.5065  0.8635
H  -3.1226  2.2672  0.7152
H  -2.8848  1.2339  -0.7317
N  1.5549  -0.2759  0.0759
N  0.4721  -0.6422  -0.7547
S  -0.8087  1.4508  0.3043

Computed properties:
frontier orbital gap = 9.24 eV
LUMO energy = 0.881 eV
structure (SMILES) = CN/N=C\SC
net charge = 0
electronic energy = -17054.609 eV

Results of the Löwdin charge analysis, in e, for atoms 1 through 4:
1 C -0.14
2 C -0.53
3 C -0.40
4 H 0.08

One molecule with the formula C4H8O3 in a non-equilibrium geometry, computed with the ωB97M-V functional and the def2-TZVPD basis.

Positions of all 15 atoms, in Å:
O  -1.0859  0.1418  2.2683
C  -0.4214  -0.6436  1.5458
O  -0.7793  -1.9376  1.5122
C  0.5860  -0.1929  0.4989
C  -0.1345  0.3792  -0.6938
C  0.8591  0.7415  -1.6834
O  -1.0977  1.3948  -0.2346
H  -1.6116  -2.0992  2.0708
H  1.2800  0.6160  0.9811
H  1.1040  -1.1775  0.1032
H  -0.7285  -0.3580  -1.1914
H  1.8743  0.9971  -1.2593
H  0.9631  -0.1784  -2.2646
H  0.4976  1.4249  -2.3341
H  -1.3051  0.8919  0.6810

Computed properties:
frontier orbital gap = 10.63 eV
LUMO energy = 0.537 eV
structure (SMILES) = C[C@H](O)CC(=O)O
net charge = 0
electronic energy = -10419.194 eV

Results of the Löwdin charge analysis, in e, for atoms 1 through 4:
1 O 0.05
2 C -0.48
3 O 0.09
4 C -0.07

One molecule with the formula C2H3NO2 in a non-equilibrium geometry, computed with the ωB97M-V functional and the def2-TZVPD basis.

Positions of all 8 atoms, in Å:
C  -0.8473  0.1575  0.8473
C  0.5301  -0.0822  -1.0345
H  -0.9708  -0.2661  1.9026
H  1.3109  -0.2346  0.7351
H  1.4121  -0.5716  -1.2808
N  0.3910  -0.3232  0.3523
O  -1.6129  0.9391  0.3254
O  -0.2132  0.3812  -1.8474

Computed properties:
frontier orbital gap = 10.38 eV
LUMO energy = 0.530 eV
structure (SMILES) = O=CNC=O
net charge = 0
electronic energy = -7706.679 eV

Results of the Löwdin charge analysis, in e, for atoms 1 through 4:
1 C -0.30
2 C -0.32
3 H 0.14
4 H 0.13

A 2-piece molecular cluster, C2H7OS overall in a non-equilibrium geometry, computed with the ωB97M-V functional and the def2-TZVPD basis.

Positions of all 11 atoms, in Å:
C  -0.0264  -0.5326  0.8919
O  0.5301  0.7454  1.1441
C  0.4903  -1.1974  -0.3878
H  0.2152  -1.1594  1.7610
H  -1.1281  -0.4340  0.8649
H  0.0755  1.4051  0.5194
H  1.5056  -1.5656  -0.2305
H  -0.1642  -2.0596  -0.5459
H  0.4055  -0.4665  -1.1894
S  -1.0888  2.0451  -1.1224
H  -0.8148  3.2195  -1.7052

Computed properties:
frontier orbital gap = 7.32 eV
LUMO energy = 4.303 eV
net charge = -1
electronic energy = -15071.278 eV

Results of the Löwdin charge analysis, in e, for atoms 1 through 4:
1 C -0.40
2 O -0.21
3 C -0.12
4 H 0.09

| no. | highest occupied orbital energy (eV) |
| --- | --- |
| 1 | -8.355 |
| 2 | -10.096 |
| 3 | -9.852 |
| 4 | -3.014 |